Record 1
{"formula": "C6H14N2O2", "method": "ωB97M-V/def2-TZVPD", "symbols": ["H", "N", "C", "H", "H", "H", "N", "H", "C", "O", "C", "H", "H", "C", "C", "H", "H", "H", "C", "H", "H", "H", "H", "O"], "positions_angstrom": [[2.462064, 0.341951, -1.188626], [-0.246212, -0.410303, -1.768055], [1.907951, 0.467420, -2.164891], [1.323130, 1.381081, -2.402388], [-2.246564, -0.746052, -1.755963], [-0.695624, -1.877813, 2.128050], [0.110171, 0.937993, 2.342134], [-1.323575, -2.225435, -2.307865], [-0.900802, 0.310120, 1.734272], [-1.379574, 0.848508, 0.817876], [-1.299474, -1.316295, -1.616591], [2.055916, 1.783524, 1.922432], [0.419927, 0.771844, 3.265993], [0.887669, 1.917658, 1.510096], [0.986185, -0.676539, -2.386502], [2.739691, 0.619729, -2.905416], [-2.279918, -1.473330, 1.918266], [-0.450409, 0.445934, -1.203732], [-1.348840, -1.042348, 2.265755], [-1.279852, -1.090881, 3.411340], [0.302168, 2.913675, 1.681750], [0.728192, 1.540819, 0.379626], [-1.554833, -1.765976, -0.626797], [1.082604, -1.655294, -3.050773]], "forces_ev_per_angstrom": [[-1.102, 0.718, -0.726], [1.134, 1.537, 1.232], [2.222, 0.998, -0.861], [0.285, -0.253, 1.292], [0.419, -0.426, -0.453], [1.252, -0.132, -0.969], [2.000, 0.669, -0.457], [0.464, 1.605, 0.539], [0.689, -2.475, 3.404], [-2.709, 1.467, -4.812], [-3.325, -2.249, -0.544], [-3.231, 1.044, -1.417], [0.264, -0.596, 0.588], [-0.023, -0.802, 0.368], [-2.842, 1.417, 1.142], [-0.733, -1.013, 0.369], [-0.486, 0.845, -0.029], [0.919, -1.028, -0.862], [0.224, -0.488, 2.641], [-0.711, 0.600, -1.327], [1.985, -1.298, -0.694], [0.806, 1.215, 2.698], [1.219, 0.377, -0.054], [1.281, -1.732, -1.069]], "homo_energy_ev": -8.97, "e_above_lowest_kj_mol": 268.21, "fmax_ev_per_a": 5.71, "multiplicity": 1}

---

Record 2
{"formula": "C4H4ClFN2", "method": "ωB97M-V/def2-TZVPD", "symbols": ["H", "F", "C", "N", "C", "C", "H", "N", "Cl", "H", "C", "H"], "positions_angstrom": [[2.326134, -0.500421, 0.436448], [-1.633247, 1.425880, 1.352281], [-0.741150, -1.006264, -0.834523], [0.660764, 0.904279, 0.543109], [0.619835, -1.132957, -0.780188], [1.209967, -0.278480, 0.195481], [-1.380626, -1.785658, -1.251418], [-1.501980, -0.086886, -0.298316], [1.309274, 1.583964, 1.995965], [1.297078, -2.004208, -1.147464], [-1.054565, 1.033092, 0.199848], [-1.111483, 1.847660, -0.411223]], "forces_ev_per_angstrom": [[-2.236, 0.616, 0.230], [-0.098, -0.270, 0.673], [-3.158, -0.484, -0.452], [-0.753, -1.105, 0.173], [3.643, -0.015, 1.771], [1.858, -0.427, -2.157], [0.521, -0.205, -0.250], [-0.057, -2.242, -0.640], [-0.269, 0.027, -0.277], [-1.865, 1.652, 0.582], [1.953, 0.149, 2.197], [0.461, 2.305, -1.849]], "homo_energy_ev": -8.78, "e_above_lowest_kj_mol": 221.49, "fmax_ev_per_a": 4.05, "multiplicity": 1}

---

Record 3
{"formula": "C13H13N3O3", "method": "ωB97M-V/def2-TZVPD", "symbols": ["H", "C", "N", "N", "C", "O", "H", "H", "C", "C", "C", "C", "H", "H", "H", "H", "O", "H", "H", "C", "C", "C", "H", "C", "C", "H", "O", "H", "N", "H", "C", "C"], "positions_angstrom": [[-0.755120, 3.068396, -0.012393], [3.428132, 1.210300, 0.003853], [0.593458, 0.206938, 0.013409], [0.668621, 1.571549, -0.002132], [4.069733, -1.108784, 0.000964], [-3.568651, -0.102556, 0.027389], [-2.107063, -1.661053, 0.042368], [6.795833, 0.876894, -0.017985], [-2.944263, 1.103306, 0.017312], [-4.994832, -0.064069, 0.027211], [5.401259, -0.749486, -0.007885], [-0.732607, -0.199231, 0.022827], [-0.407229, -2.191775, 0.042060], [-5.335926, 0.417557, 0.950609], [-5.332190, 0.546808, -0.817429], [5.038470, 2.606599, -0.006920], [-3.547950, 2.149142, 0.010949], [6.165285, -1.512508, -0.012416], [-5.158864, -1.950012, -0.994280], [4.766150, 1.561659, -0.005012], [3.063132, -0.135857, 0.006747], [-0.552380, 2.016396, -0.001781], [3.780238, -2.148900, 0.003524], [5.754240, 0.591100, -0.010947], [-5.512643, -1.486608, -0.076581], [2.666266, 1.971166, 0.008834], [1.465979, -1.862824, 0.029621], [-5.168120, -2.076099, 0.769526], [-1.119098, -1.473947, 0.038855], [-6.598534, -1.478500, -0.081498], [1.681475, -0.660628, 0.017659], [-1.502801, 0.965028, 0.013549]], "forces_ev_per_angstrom": [[-0.008, 0.250, -0.003], [-0.007, 0.089, 0.006], [-0.952, -0.388, 0.008], [0.268, 0.960, -0.015], [-0.200, -0.033, 0.000], [0.254, -0.169, -0.009], [0.055, 0.022, -0.001], [0.084, 0.027, 0.000], [-0.040, 0.125, 0.002], [-0.565, 0.103, -0.024], [0.031, -0.020, -0.001], [-0.305, 0.192, 0.003], [-0.184, 0.118, -0.001], [0.045, -0.029, -0.169], [0.041, -0.071, 0.171], [0.012, 0.083, 0.000], [0.043, -0.074, 0.006], [0.045, -0.064, 0.000], [-0.016, -0.080, -0.089], [0.179, -0.019, 0.001], [0.515, 0.102, -0.002], [0.039, -0.637, 0.008], [-0.004, -0.036, 0.001], [-0.037, 0.066, -0.001], [0.331, 0.333, 0.033], [0.153, -0.049, -0.001], [0.039, 0.243, 0.000], [-0.019, -0.101, 0.078], [0.062, -0.352, 0.002], [-0.108, -0.028, 0.001], [0.012, -0.331, -0.002], [0.237, -0.233, 0.000]], "homo_energy_ev": -8.54, "e_above_lowest_kj_mol": 26.87, "fmax_ev_per_a": 1.03, "multiplicity": 1}